(1)
C4H8NO2S | wB97M-V/def2-TZVPD

Structure (XYZ):
```
16
Properties=species:S:1:pos:R:3:mulliken_charge:R:1
C -2.12 -0.04 -0.32 0.3150
C -0.86 -1.28 -0.51 -0.7312
C 0.65 0.58 -0.11 -0.5042
C -0.49 1.56 0.16 -0.4789
N 0.27 -0.80 0.31 -0.1307
O -4.51 0.58 0.25 -0.4401
O -1.68 1.20 -0.52 -0.3058
S -3.64 -0.56 0.08 0.3424
H -1.27 -2.21 -0.17 0.4534
H -0.59 -1.30 -1.56 0.3350
H 0.87 0.55 -1.18 0.3480
H 1.54 0.90 0.43 0.3671
H -0.69 1.64 1.24 0.3485
H -0.22 2.55 -0.21 0.3323
H 0.00 -0.80 1.30 0.3884
H 1.08 -1.44 0.22 0.3607
```

Values from the calculation:
Net charge: +1
HOMO energy in eV: -12.97
Energy in eV: -20688.5415

(2)
C4H14N2O2 | wB97M-V/def2-TZVPD

Structure (XYZ):
```
22
Properties=species:S:1:pos:R:3:mulliken_charge:R:1
C 0.62 0.37 -2.45 -0.9137
N 0.25 -0.02 -1.03 -0.1280
C 0.62 0.73 0.07 -0.8518
C -0.35 0.33 1.36 -0.8810
N -0.05 -1.01 1.93 -0.2733
C -0.67 -2.13 1.18 -0.4910
O 0.23 -2.80 0.29 -0.5419
H 0.64 -0.54 -3.11 0.3004
H 1.59 0.85 -2.74 0.2967
H 0.01 1.18 -2.55 0.2546
H 0.11 -0.99 -0.79 0.3151
H 0.71 1.79 -0.01 0.7912
H 1.63 0.28 0.49 0.1845
H -0.41 1.19 2.05 0.2927
H -1.41 0.26 1.10 0.4643
H 0.88 -1.11 2.08 0.2673
H -1.16 -2.86 1.88 0.2620
H -1.48 -1.79 0.47 0.2897
H 1.16 -2.85 0.65 0.3461
O -0.93 3.47 -0.26 -0.6671
H -1.27 2.78 0.39 0.3330
H -0.73 2.88 -1.02 0.3501
```

Values from the calculation:
SMILES: CNCCNCO.O
HOMO energy in eV: -8.13
Energy in eV: -11447.4324

(3)
C4H6O2 | wB97M-V/def2-TZVPD

Structure (XYZ):
```
12
Properties=species:S:1:pos:R:3:mulliken_charge:R:1
C -0.27 0.96 -1.25 -0.8366
C -0.61 -0.36 -0.64 0.4820
O -1.52 -1.10 -0.79 -0.4023
C -0.03 -0.52 1.64 -0.9096
C 1.03 -0.48 0.77 0.6084
O 2.07 0.12 0.60 -0.5353
H 0.67 1.33 -0.85 0.2935
H -1.08 1.66 -1.05 0.2812
H -0.20 0.82 -2.33 0.3037
H 0.08 -0.02 2.60 0.3047
H -0.75 -1.32 1.56 0.3085
H 0.61 -1.10 -0.25 0.1018
```

Values from the calculation:
HOMO energy in eV: -8.86
Energy in eV: -8336.6590

(4)
C2FNS | wB97M-V/def2-TZVPD

Structure (XYZ):
```
5
Properties=species:S:1:pos:R:3:mulliken_charge:R:1
C -0.82 -0.37 0.03 0.5086
C 0.08 0.58 0.21 -0.0334
N -1.47 -1.34 -0.05 -0.2616
F 0.26 1.82 -0.14 -0.1038
S 1.96 -0.69 -0.06 -0.1099
```

Values from the calculation:
HOMO energy (alpha / beta) in eV: -9.48 / -9.57
Energy in eV: -17110.5586

Computed energy above the lowest of the compared OMol25 structures with the same formula, charge and spin, in the same sequence as the records: 0.705; 3.258; 3.802; 4.541 eV.
Computed max |F|, in the same sequence as the records: 4.43; 5.44; 0.93; 9.17 eV Å⁻¹.